{"formula": "C3H36N2O14", "method": "wB97M-V/def2-TZVPD", "species": ["C", "C", "C", "N", "N", "H", "H", "H", "H", "H", "H", "H", "H", "H", "H", "O", "H", "H", "O", "H", "H", "O", "H", "H", "O", "H", "H", "O", "H", "H", "O", "H", "H", "O", "H", "H", "O", "H", "H", "O", "H", "H", "O", "H", "H", "O", "H", "H", "O", "H", "H", "O", "H", "H", "O"], "xyz": [[-0.6974, -2.1243, 3.8247], [-0.7008, -1.4617, 2.4612], [0.2250, -1.8740, 1.5698], [0.4100, -1.1790, 0.3282], [-1.7499, -0.6105, 2.1463], [-1.6968, -2.0874, 4.2483], [-0.2883, -3.1391, 3.6600], [0.1530, -1.7472, 4.3623], [0.9708, -2.6027, 1.8880], [0.7123, -0.2092, 0.4479], [1.0178, -1.7383, -0.2563], [-2.0938, -0.1506, 2.9785], [-1.7048, -0.0116, 1.3425], [2.9722, 0.0423, -0.0570], [3.3309, -0.6544, 1.1599], [3.0273, 0.2284, 0.9051], [-3.2099, 3.4945, 0.3832], [-2.0079, 2.5010, 0.3101], [-2.2838, 3.3888, 0.6111], [1.1878, 2.1921, 0.0519], [0.0608, 1.8931, -0.9686], [1.0249, 1.8641, -0.8350], [4.0018, -0.2407, -2.3843], [2.5663, -0.6442, -1.9024], [3.4924, -0.5396, -1.6324], [0.4991, -2.0915, -3.0718], [1.5612, -3.1514, -2.7812], [1.3563, -2.2255, -2.6688], [1.0496, 1.2098, 2.4166], [1.4360, 2.4852, 1.6435], [1.1491, 2.1664, 2.5022], [-1.1707, -1.8114, -0.3179], [-2.6244, -2.0531, 0.1585], [-2.0084, -2.2816, -0.5460], [-1.4710, -3.6609, -2.7174], [-1.0996, -3.5035, -1.3230], [-0.6665, -3.6769, -2.1750], [-1.2999, 0.3972, -0.9459], [-2.2069, 1.2956, -1.6853], [-1.6288, 1.3151, -0.9057], [-0.1737, -0.4836, -3.6761], [0.6314, 0.5850, -2.9677], [-0.2467, 0.4192, -3.3347], [-2.3044, -1.8148, -2.4816], [-3.2733, -2.1374, -3.5313], [-2.3308, -1.9280, -3.4495], [0.1420, 3.8038, 2.2986], [-0.4328, 4.4363, 1.0115], [0.2473, 3.8300, 1.3360], [-2.1683, 2.8843, 2.4193], [-0.9106, 2.2134, 1.9932], [-1.8107, 2.0003, 2.2854], [2.8694, 2.3664, -1.5786], [4.3591, 2.3017, -0.8991], [3.8072, 2.5199, -1.6514]], "mulliken_charge": [-1.440, 0.714, -0.535, 0.123, -0.383, 0.422, 0.347, 0.327, 0.198, -0.133, 0.184, 0.278, 0.123, 0.279, 0.327, -0.537, 0.252, 0.559, -0.635, 0.014, 0.359, -0.452, 0.304, 0.268, -0.667, 0.278, 0.245, -0.562, 0.283, 0.437, -0.729, 0.466, 0.314, -0.734, 0.350, 0.305, -0.657, 0.180, 0.247, -0.616, 0.252, 0.313, -0.603, 0.338, 0.278, -0.625, 0.335, 0.277, -0.667, 0.409, 0.430, -0.793, 0.306, 0.299, -0.653], "lumo_ev": 0.06, "fmax_ev_per_a": 2.60, "gap_ev": 7.8, "de_lowest_kcal_mol": 28.6}

=====

{"formula": "C2H3NaO2P", "method": "wB97M-V/def2-TZVPD", "species": ["H", "O", "C", "H", "C", "O", "Na", "P", "H"], "xyz": [[0.8484, 2.0394, -0.1503], [0.7844, 0.3765, -1.4028], [-0.5996, 0.3731, 0.0182], [-1.2681, 1.0977, 0.4972], [0.6907, 0.9564, -0.2648], [0.4069, -0.7244, 0.6918], [2.0962, -1.5095, -0.8285], [-1.1114, -1.3621, 0.1124], [-1.8474, -1.2471, 1.3268]], "mulliken_charge": [0.375, -0.584, -0.157, 0.332, 0.324, -0.470, 0.978, 0.095, 0.107], "lumo_ev": [-4.80, -4.80], "fmax_ev_per_a": 9.76, "gap_ev": [8.2, 8.2], "charge": 1, "de_lowest_kcal_mol": 47.7}

=====

{"formula": "C8H12", "method": "wB97M-V/def2-TZVPD", "species": ["C", "C", "C", "C", "C", "C", "C", "C", "H", "H", "H", "H", "H", "H", "H", "H", "H", "H", "H", "H"], "xyz": [[-2.4233, -0.1356, -0.2095], [-0.8840, -0.1533, -0.0664], [0.0516, -0.6272, -1.1268], [1.4104, -0.2527, -0.5618], [1.1168, -0.9618, 0.6676], [-0.0940, -0.2432, 1.3290], [-0.2853, 1.0603, 0.3367], [1.1938, 1.3349, -0.2155], [-2.6054, 0.4320, -1.2704], [-2.8265, -1.1875, 0.0705], [-2.6516, 0.7946, 0.5868], [0.0541, -0.4329, -2.2528], [0.1282, -1.6365, -1.3200], [2.3372, -0.4123, -1.0718], [1.1865, -2.1092, 0.5685], [2.0023, -0.9310, 1.4899], [-0.4607, -0.2490, 2.3710], [-0.8606, 2.1959, 0.6271], [1.8477, 1.5168, 0.5328], [1.3321, 1.8922, -1.2516]], "mulliken_charge": [-1.135, 0.466, -1.098, -0.487, -0.640, -0.591, -0.078, -0.683, 0.269, 0.296, 0.263, 0.369, 0.566, 0.530, 0.337, 0.298, 0.380, 0.156, 0.477, 0.306], "lumo_ev": 1.01, "fmax_ev_per_a": 8.86, "gap_ev": 9.9, "smiles": "C[C@@]12C[C@H]3C[C@@H]1[C@@H]2C3", "de_lowest_kcal_mol": 96.6}

=====

{"formula": "C2HHgLiO3", "method": "wB97M-V/def2-TZVPD", "species": ["O", "C", "H", "O", "C", "O", "Li", "Hg"], "xyz": [[-1.0544, -1.6686, -0.1841], [-0.4703, -1.0338, -1.0214], [-0.1582, -1.4768, -1.9852], [0.1324, 1.1635, 1.0502], [-0.5804, 0.8545, 0.0818], [0.2891, 0.1988, -0.8766], [-0.3714, 0.7365, 2.8710], [2.2132, 1.2260, 0.0643]], "mulliken_charge": [-0.429, 0.121, 0.328, -0.756, 0.029, -0.179, 0.846, 0.039], "lumo_ev": [-1.39, -1.45], "fmax_ev_per_a": 5.96, "gap_ev": [3.7, 5.8], "spin_multiplicity": 3, "de_lowest_kcal_mol": 55.8}

=====

{"formula": "C4H12IN2", "method": "wB97M-V/def2-TZVPD", "species": ["C", "C", "C", "C", "N", "N", "I", "H", "H", "H", "H", "H", "H", "H", "H", "H", "H", "H", "H"], "xyz": [[-1.2553, 2.4632, 0.0380], [0.4840, -2.0225, -0.5019], [1.7111, -0.4168, 0.7088], [-0.3350, 0.2525, -0.7242], [-1.2090, 1.0237, 0.2746], [0.3244, -0.7487, 0.1831], [-2.7469, -0.0349, 1.1121], [-2.2178, 2.8033, 0.3653], [-0.3563, 2.9190, 0.5728], [-1.0648, 2.5720, -0.9929], [0.9646, -2.8714, 0.1972], [-0.4167, -2.4252, -0.7733], [1.1355, -1.9773, -1.3654], [2.4378, -0.5616, -0.1501], [1.6336, 0.5177, 1.1712], [1.8790, -1.2648, 1.4464], [-0.9298, -0.2584, -1.3486], [0.3141, 1.0164, -1.1848], [-0.3525, -0.9862, 0.9716]], "mulliken_charge": [-0.736, -1.106, -0.861, -0.412, -0.335, 0.166, 0.171, 0.211, 0.262, 0.383, 0.344, 0.423, 0.447, 0.317, 0.396, 0.376, 0.206, 0.494, 0.254], "lumo_ev": -3.84, "fmax_ev_per_a": 6.19, "gap_ev": 8.6, "smiles": "CN(I)C[NH+](C)C", "charge": 1, "de_lowest_kcal_mol": 59.9}

=====

{"formula": "C7H14N2", "method": "wB97M-V/def2-TZVPD", "species": ["C", "C", "C", "C", "C", "C", "C", "N", "N", "H", "H", "H", "H", "H", "H", "H", "H", "H", "H", "H", "H", "H", "H"], "xyz": [[-0.0253, -1.2946, -0.3674], [0.7450, -0.2729, -0.2143], [-1.5629, -1.1248, -0.4306], [2.7895, -0.3944, 1.1750], [-1.2216, 1.2338, 1.3204], [-1.9657, 0.5365, -2.1517], [2.0843, 0.2660, -0.0153], [-1.1279, 1.1739, -0.1091], [-1.8742, 0.2441, -0.7326], [0.2554, -2.3374, -0.4492], [-1.9979, -1.7798, -1.1877], [-1.9719, -1.4081, 0.5430], [3.8503, -0.1580, 1.1574], [2.6698, -1.4756, 1.1440], [2.3689, -0.0340, 2.1092], [-1.0153, 0.2992, 1.8559], [-0.5023, 1.9896, 1.6324], [-2.2194, 1.5875, 1.6108], [-2.1136, 1.6089, -2.2522], [-1.0561, 0.2488, -2.6893], [-2.8207, 0.0062, -2.5669], [2.6627, 0.0905, -0.9295], [2.0356, 1.3484, 0.1401]], "mulliken_charge": [-0.092, -0.192, -0.767, -1.102, -0.804, -0.876, -0.465, -0.635, 0.391, 0.444, 0.461, 0.273, 0.360, 0.320, 0.300, 0.290, 0.271, 0.339, 0.309, 0.313, 0.326, 0.289, 0.247], "lumo_ev": [0.93, 0.85], "fmax_ev_per_a": 2.50, "gap_ev": [8.3, 8.2], "de_lowest_kcal_mol": 104.8}